1.
Computed, not measured: a structure of composition C36H60NdOP2 in a non-equilibrium geometry, with ωB97M-V/def2-TZVPD.

Geometry (Å):
H: 1.843 -0.458 -6.249
H: -1.093 -1.554 0.019
C: 1.555 1.310 3.419
H: 0.701 -1.825 -6.478
H: -2.716 -0.169 7.604
H: -0.775 4.233 -9.635
H: 0.510 -0.117 -8.437
H: 0.959 -1.112 -4.844
H: -3.246 -2.215 7.004
P: -0.183 2.956 -7.617
O: -1.172 -1.024 3.193
C: -0.959 4.338 -8.559
H: 0.359 -3.683 2.880
C: -1.194 -0.690 6.143
H: 3.789 -0.008 2.449
H: -1.231 -0.548 -8.379
H: -1.948 1.709 -8.746
H: 2.103 2.206 -8.099
H: 0.391 5.033 1.314
H: 2.163 4.353 0.275
H: 3.423 4.549 1.500
C: -0.101 -1.056 -1.883
H: -0.447 -5.257 2.876
H: 2.500 -1.121 -2.248
H: 0.882 2.237 -1.185
H: 3.052 -1.473 0.732
H: -3.590 -4.205 1.193
H: -0.899 0.964 -1.980
P: -0.447 0.330 -6.214
C: -0.270 -1.377 7.151
H: -1.335 1.067 3.913
C: -3.675 -3.457 5.291
H: 0.884 -2.062 1.348
H: 4.108 1.119 1.125
C: 1.588 0.045 4.196
H: 2.753 -2.688 -0.493
H: 0.203 0.548 -3.273
H: 1.370 3.028 -9.522
H: -2.825 -0.131 -6.185
H: -1.085 -1.349 -2.284
H: 1.944 3.983 -8.113
H: 2.558 -0.460 4.099
C: -1.659 -3.660 2.057
H: -0.527 5.274 -8.191
H: -4.485 -3.994 5.788
C: 0.063 0.464 -2.178
H: -0.738 2.113 5.199
C: -2.581 -4.617 1.302
H: -3.802 -4.636 3.490
C: -2.995 -2.446 5.966
H: -1.057 4.188 1.887
H: -1.887 -1.636 -6.473
C: 1.011 -1.704 0.305
C: -0.019 4.451 2.147
C: 2.348 0.721 -1.130
C: -1.985 -1.722 5.336
C: 2.061 2.933 1.880
C: 3.811 1.055 2.181
C: -1.745 -1.970 3.963
H: -1.543 2.863 3.797
C: 2.505 1.718 2.434
H: -2.180 -4.804 0.297
H: 0.816 -0.705 3.884
H: 3.110 1.416 -0.765
C: -0.085 -1.436 -0.435
Nd: -0.417 0.576 1.985
H: 0.635 -1.620 -2.470
H: 1.437 0.239 5.271
H: -1.495 -2.791 1.405
H: 0.410 -2.074 6.642
C: 0.892 -0.898 -5.920
C: 0.513 2.296 3.458
C: -0.487 0.214 -8.098
H: -0.566 -0.144 5.436
H: -2.654 -5.585 1.815
H: -2.766 0.811 6.126
C: -1.935 -0.704 -5.893
H: -1.488 1.084 7.341
C: 1.138 1.201 -1.440
H: 3.534 3.225 0.336
C: 2.807 -0.691 -1.286
H: -1.993 -0.926 -4.819
C: -3.293 -3.809 3.998
C: -0.826 2.092 4.109
H: 3.911 -0.660 -1.298
H: -0.072 5.121 3.024
C: -0.853 1.573 -8.702
H: -2.035 4.335 -8.357
C: -2.257 -3.144 3.355
H: 0.332 -0.631 7.688
H: 4.624 1.513 2.771
C: 2.431 -1.686 -0.147
C: -2.099 0.317 6.843
C: 2.829 3.800 0.949
H: 0.175 -4.581 1.357
H: -0.853 -1.949 7.883
C: 1.478 3.043 -8.429
H: -0.435 1.689 -9.716
C: 0.806 3.254 2.439
C: -0.312 -4.329 2.305

Force components x, y, z for each atom (eV/Å):
-0.2 -0.2 0.1
0.6 0.0 -0.1
0.1 0.5 -0.5
0.2 0.1 0.2
0.1 0.1 -0.1
-0.1 0.1 0.1
-0.4 0.1 0.1
0.1 -0.1 -0.3
0.1 -0.2 -0.3
-0.1 0.4 -1.2
0.9 0.6 -1.1
0.1 0.0 0.1
0.0 0.0 0.0
-0.3 -0.1 -0.4
0.0 0.2 -0.1
0.4 0.1 0.0
0.4 -0.1 0.0
0.0 0.2 -0.1
-0.2 -0.1 0.2
0.2 -0.1 0.1
-0.2 -0.2 -0.1
-0.4 0.1 -0.6
0.0 0.2 -0.1
0.1 0.2 0.2
0.4 -0.2 -0.3
-0.1 0.0 -0.2
0.2 -0.1 0.0
0.2 -0.1 -0.1
0.0 -0.6 -0.2
0.1 -0.1 -0.1
0.3 1.1 0.6
-0.2 0.1 0.2
-0.2 0.2 -0.5
-0.1 0.0 0.3
0.3 -0.8 0.7
-0.3 0.3 0.3
0.0 0.2 0.4
0.1 0.0 0.2
0.2 -0.2 0.1
0.4 0.1 0.0
0.1 -0.2 -0.1
-0.2 0.2 0.0
-0.6 0.4 -0.3
-0.2 0.0 -0.2
0.2 0.2 -0.2
-0.6 -0.4 -0.1
-0.3 -0.1 -0.1
0.0 -0.1 -0.1
0.3 0.3 0.3
0.1 -0.5 -0.1
0.2 0.2 0.0
-0.2 0.1 0.2
-0.8 -0.2 0.3
-0.3 0.6 0.0
-0.4 0.5 0.2
0.0 0.2 -0.3
-0.7 -0.1 -0.1
0.6 -0.2 -0.2
-1.0 -0.5 0.8
0.1 -0.1 0.2
-0.8 -0.4 0.7
-0.1 0.0 0.2
0.6 0.4 0.4
-0.5 -0.2 0.2
0.1 0.1 0.6
1.4 -0.6 -0.6
-0.2 0.1 0.4
0.0 -0.2 -0.4
0.0 -0.2 0.2
-0.1 0.1 0.2
-0.1 -0.2 0.0
0.0 -0.6 -0.6
0.0 0.0 0.3
-0.1 -0.1 0.2
0.0 0.2 -0.1
0.0 0.0 0.2
0.0 -0.1 0.1
-0.2 -0.1 0.0
0.2 0.0 0.2
-0.2 0.2 0.1
0.8 -0.5 -0.3
-0.1 0.0 -0.2
0.2 -0.4 0.3
-0.3 0.1 0.4
-0.4 -0.2 -0.1
0.0 -0.2 -0.3
0.0 0.3 0.3
0.2 0.1 -0.1
0.0 0.3 0.0
-0.1 -0.2 -0.1
-0.3 -0.1 -0.2
0.7 0.3 -0.3
0.1 0.2 0.0
0.3 0.3 -0.4
0.0 0.0 0.1
0.1 0.1 -0.1
0.0 0.1 0.3
-0.3 0.0 0.3
0.1 -0.5 0.2
0.2 -0.1 0.1

## Properties
**Spin multiplicity**: 4
**Net charge**: +1
**Calculated total energy**: -74200.7874 eV
**HOMO (spin up / spin down)**: -9.3 / -9.3 eV

2.
Computed, not measured: the ion C19H26NO2 with charge +1, with ωB97M-V/def2-TZVPD.

Geometry (Å):
H: -1.619 -0.462 1.402
C: 1.350 0.647 0.570
H: -2.110 -0.038 -2.758
C: -5.027 -0.866 0.526
H: -2.273 1.504 -0.751
C: -4.183 -1.277 -0.492
H: 5.302 3.555 -0.803
C: -3.040 0.834 -0.391
H: -0.833 -2.540 2.160
C: -0.069 -1.970 1.631
C: 3.989 1.552 0.455
H: -0.345 -0.016 2.538
H: 0.165 -0.375 -3.119
H: 5.842 1.995 -1.492
C: -3.182 -0.431 -0.955
H: 3.475 2.216 -1.533
H: -5.805 -1.526 0.875
C: 1.832 1.273 -0.571
H: -0.954 -3.337 -1.424
C: -0.963 -2.495 -0.728
C: 0.067 -1.337 -2.621
C: 0.199 -2.603 0.261
C: 2.189 0.474 1.661
H: 4.153 0.797 2.440
C: 3.492 0.922 1.598
H: -1.907 -2.510 -0.180
H: 0.853 -2.047 2.206
H: 6.860 2.852 -0.311
N: -0.910 -1.244 -1.527
H: 1.101 -2.161 -0.166
O: 0.015 0.246 0.516
H: 1.845 0.007 2.569
C: -0.541 -0.507 1.581
H: 0.414 -3.659 0.426
C: 5.836 2.624 -0.596
H: 1.171 1.431 -1.410
H: -4.318 -2.251 -0.939
O: 5.279 1.944 0.508
C: 3.137 1.726 -0.634
H: -2.660 -1.717 -2.599
H: -3.771 2.224 1.055
H: 1.043 -1.627 -2.239
H: -5.537 0.711 1.878
H: -0.261 -2.079 -3.349
C: -2.251 -0.862 -2.056
C: -4.876 0.391 1.088
C: -3.884 1.241 0.627
H: -0.584 -0.497 -0.851

Force components x, y, z for each atom (eV/Å):
0.1 0.0 0.1
0.1 0.1 -0.3
0.1 -0.1 0.0
0.0 0.0 0.0
0.1 0.1 -0.1
0.0 0.1 -0.1
0.0 0.0 0.0
-0.1 -0.1 -0.1
0.0 0.0 0.1
0.2 0.3 -0.2
-0.2 -0.1 0.1
-0.1 0.0 -0.1
-0.1 0.0 0.1
0.0 0.0 0.0
0.0 0.0 0.0
0.1 0.1 -0.1
-0.1 -0.1 0.0
-0.2 -0.2 0.3
-0.1 0.1 -0.1
0.1 -0.6 0.4
0.5 -0.1 -0.5
-0.1 0.1 0.2
-0.3 -0.1 0.0
0.1 0.0 0.1
0.2 0.2 -0.2
0.0 0.0 -0.2
0.0 -0.1 0.1
-0.1 0.0 -0.1
0.0 0.3 0.2
0.1 -0.1 0.0
0.3 0.3 -0.1
-0.1 -0.1 0.1
-0.2 -0.4 0.4
0.0 0.0 -0.1
0.1 0.1 -0.2
-0.1 0.0 -0.1
0.0 -0.1 -0.1
-0.1 -0.1 0.3
0.3 0.1 0.0
0.2 0.0 0.0
0.0 0.1 0.0
-0.1 0.0 0.1
-0.1 0.0 0.1
-0.1 0.0 0.1
-0.6 0.3 0.0
0.0 0.0 0.0
0.1 0.0 0.0
-0.1 -0.2 -0.3

## Properties
**Structure (SMILES)**: COc1ccc(OCCCC[N@@H+](C)Cc2ccccc2)cc1
**Net charge**: +1
**Calculated total energy**: -25703.7917 eV
**Relative energy (zero: lowest compared OMol25 entry of this formula, charge and spin)**: 31.98 kcal/mol
**HOMO**: -10.9 eV

3.
Computed, not measured: a structure of composition C13H28ClI2N2O2PS3 in a non-equilibrium geometry, with ωB97M-V/def2-TZVPD.

Geometry (Å):
H: -2.729 1.912 5.216
I: -2.211 4.332 3.910
C: -2.102 1.203 3.051
C: 2.071 -0.272 -2.664
H: 4.920 0.001 2.323
H: -3.327 -1.902 0.917
C: -2.598 -1.287 -1.261
C: 4.938 -1.072 2.123
H: -3.043 -0.479 -2.002
I: -2.130 -0.860 3.902
C: 1.307 0.395 -5.416
H: -1.974 -0.548 0.840
H: 0.174 1.150 4.345
H: 0.156 0.589 -5.514
H: -3.971 0.928 -0.519
H: 0.179 3.015 4.683
H: 3.122 -3.718 0.322
S: -1.361 -1.586 -4.302
O: 1.841 1.475 -4.543
H: -4.816 2.239 2.507
H: -5.182 -0.118 0.507
C: 3.885 -3.252 0.950
H: 2.846 -1.246 -5.026
C: -0.113 -1.443 -3.132
H: 0.390 1.290 -2.854
S: 3.490 -1.495 1.125
H: 5.853 -1.323 1.581
C: 1.537 1.208 -3.126
H: -0.436 1.881 6.073
C: -2.973 -0.945 0.322
H: 4.902 -1.617 3.069
H: 1.186 -1.901 -5.633
H: 1.777 0.543 -6.499
H: -3.561 3.511 1.228
H: -2.045 2.798 1.109
H: 4.864 -3.370 0.479
H: -3.135 -2.311 -1.532
C: 1.667 -1.122 -4.892
C: -4.065 0.285 0.481
H: 2.106 2.025 -2.489
N: 1.369 -1.373 -3.430
C: -0.406 2.001 4.909
H: -1.179 1.211 2.326
S: -0.710 -1.401 -1.320
H: 1.997 -0.358 -1.496
O: 3.668 -0.857 -0.221
P: -3.724 1.376 2.059
C: -1.969 2.202 4.348
H: 3.229 -0.325 -2.926
N: -3.071 2.611 0.952
H: 3.882 -3.727 1.933
Cl: -4.524 -0.275 3.206

Force components x, y, z for each atom (eV/Å):
1.5 0.7 -2.3
-0.2 -0.7 0.2
0.1 -0.2 0.8
1.1 1.5 0.6
-0.1 -0.1 -0.1
0.8 2.0 -1.4
-1.9 -0.4 -0.1
0.1 0.1 0.0
1.3 -1.6 1.6
4.9 0.0 0.9
-0.4 0.1 -0.5
-2.0 -1.1 -1.1
-1.4 1.5 1.4
2.1 -0.7 0.3
-0.1 -1.1 2.6
-1.2 -2.3 0.6
0.0 0.2 0.1
2.2 0.0 1.7
-0.8 -1.9 0.7
1.0 -1.0 -0.1
2.4 0.7 0.2
0.0 -0.1 -0.1
-2.5 0.3 0.5
-0.4 0.0 -0.9
2.1 -0.1 -0.9
0.1 0.1 -0.2
-0.1 0.0 0.0
0.3 -0.3 0.9
0.2 -0.1 -2.3
0.8 0.6 0.6
-0.1 0.0 -0.1
0.7 1.6 1.8
-0.8 -0.3 2.5
1.1 -1.2 -0.7
-1.5 -0.1 -0.3
-0.1 0.1 0.0
1.5 2.1 0.4
1.1 0.3 -1.7
-0.7 -0.9 -1.8
-1.1 -1.7 -1.5
-3.1 1.5 0.2
0.2 1.4 -0.1
-1.8 0.3 1.5
0.3 0.2 -1.5
0.0 -0.1 -2.5
0.1 -0.3 0.7
0.3 0.1 -2.8
1.4 -2.1 0.6
-2.5 0.0 0.6
0.5 2.1 1.6
0.0 0.1 0.0
-5.1 0.9 -0.4

## Properties
**Net charge**: 0
**Calculated total energy**: -91520.2971 eV
**Relative energy (zero: lowest compared OMol25 entry of this formula, charge and spin)**: 101.54 kcal/mol
**HOMO**: -7.5 eV

- What is the net charge in the third record?
  0

- The lowest calculated total energy belongs to which entry?
  C13H28ClI2N2O2PS3